# 1
ORCA calculation (wB97M-V/def2-TZVPD) on 5 unconnected molecules or ions with the total composition C32H71BrN6O7PS.

```
119
Properties=species:S:1:pos:R:3
C -2.6048 1.1269 0.3469
C -2.5020 0.6455 -1.0978
C -1.0975 0.8066 -1.6798
C -0.6949 2.2623 -1.9394
C 0.8232 2.4823 -2.0801
C 1.4686 2.9592 -0.7762
C 1.5082 1.8770 0.3117
C 2.7490 1.8576 1.2274
C 3.3132 0.4362 1.3694
C 2.6329 -0.3160 2.5118
C 2.7735 -1.8323 2.4225
C 2.1377 -2.3441 1.1198
C 1.3169 -3.6315 1.2556
N 1.3907 -4.4628 0.0344
C 2.3909 -5.5335 -0.0195
P 3.8575 -5.2609 1.1469
O 3.2721 -5.9207 2.5014
Br 5.0481 -7.0064 0.3211
C 2.8443 -5.5796 -1.4771
S 4.0102 -4.2501 -1.8970
N 1.6158 -5.3736 -2.3501
C 1.7974 -5.9233 -3.7389
C 1.7367 -7.4449 -3.7952
C 0.3748 -5.8455 -1.6691
C 0.1083 -4.9647 -0.4191
C -0.8587 -3.8212 -0.7827
C -0.2673 -2.7361 -1.6866
O -0.4091 -5.7879 0.6121
C -1.7150 -6.3468 0.4447
C -2.7675 -5.6331 1.3067
C -3.9987 -5.1434 0.5299
O -3.1056 -6.5553 2.3371
H -2.3651 2.1860 0.4413
H -3.6126 0.9740 0.7401
H -1.9083 0.5800 0.9888
H -3.2176 1.1834 -1.7283
H -2.7896 -0.4115 -1.1441
H -1.0277 0.2567 -2.6257
H -0.3874 0.3379 -0.9900
H -1.1951 2.5946 -2.8534
H -1.0475 2.9151 -1.1392
H 1.0198 3.2209 -2.8600
H 1.2927 1.5480 -2.4148
H 0.8714 3.8004 -0.4100
H 2.4733 3.3547 -0.9630
H 1.4319 0.8981 -0.1714
H 0.6147 1.9746 0.9322
H 3.5182 2.5409 0.8603
H 2.4520 2.2102 2.2187
H 3.1090 -0.0941 0.4351
H 4.4008 0.4315 1.4898
H 1.5647 -0.0755 2.4808
H 3.0091 0.0659 3.4652
H 3.8250 -2.1276 2.4830
H 2.2695 -2.2965 3.2759
H 1.4696 -1.5606 0.7478
H 2.8905 -2.4850 0.3403
H 1.6012 -4.2012 2.1421
H 0.2691 -3.3855 1.4072
H 1.9690 -6.5062 0.2734
H 2.7089 -6.7022 2.4227
H 3.2690 -6.5421 -1.7460
H 5.0103 -5.0636 -2.2618
H 1.5058 -4.3592 -2.4361
H 1.0193 -5.4573 -4.3423
H 2.7547 -5.5364 -4.0839
H 2.5048 -7.8255 -4.4655
H 0.7753 -7.8029 -4.1573
H 1.9178 -7.9082 -2.8247
H -0.4341 -5.7641 -2.3942
H 0.4948 -6.8913 -1.3972
H -1.2500 -3.3882 0.1370
H -1.7194 -4.2696 -1.2847
H -0.3360 -2.9957 -2.7481
H 0.7756 -2.5309 -1.4385
H -0.8151 -1.8016 -1.5693
H -1.6612 -7.3839 0.7744
H -2.0010 -6.3410 -0.6103
H -2.2538 -4.7781 1.7606
H -3.9721 -5.4336 -0.5212
H -4.9088 -5.5736 0.9495
H -4.0967 -4.0591 0.5737
H -3.9450 -6.3064 2.7244
O -1.7646 4.5808 0.3321
C -2.5056 5.5325 0.5152
N -3.7485 5.5808 -0.0317
C -2.1146 6.7240 1.3496
H -4.3537 6.3677 0.1103
H -4.0519 4.8163 -0.6096
H -1.2099 7.1581 0.9255
H -1.8750 6.3777 2.3544
H -2.8859 7.4886 1.4038
O -3.6455 9.5605 2.0064
C -4.4082 10.5044 1.8995
N -4.0549 11.6408 1.2494
C -5.7988 10.4794 2.4887
H -4.6750 12.4239 1.1648
H -3.1330 11.6974 0.8514
H -5.7143 10.3085 3.5606
H -6.3427 9.6389 2.0605
H -6.3601 11.3955 2.3138
O -0.3489 1.3165 3.1197
C -0.6001 1.4145 4.3063
N -1.8524 1.2204 4.7948
C 0.4632 1.7664 5.3198
H -2.0683 1.3236 5.7682
H -2.5921 1.0209 4.1434
H 0.8945 2.7275 5.0438
H 1.2542 1.0194 5.2637
H 0.0907 1.8197 6.3413
O 1.6991 6.5026 -4.9117
C 2.6251 5.7911 -4.5804
N 2.7718 5.3443 -3.3035
C 3.6845 5.3433 -5.5625
H 3.5273 4.7501 -3.0199
H 2.0857 5.6225 -2.6219
H 4.1558 6.2279 -5.9876
H 3.1964 4.8057 -6.3738
H 4.4486 4.7081 -5.1165
```

The calculation puts the gap between HOMO and LUMO at 0.3182 Eh. The LUMO energy is -0.077 hartree. The calculation puts the HOMO energy at -10.76 eV. The charge is +1.


# 2
ORCA calculation (wB97M-V/def2-TZVPD) on a molecular structure, C32H72AsF6N5O12 at a distorted geometry.

```
128
Properties=species:S:1:pos:R:3
C 1.3422 -10.2775 -0.3309
C -0.1166 -10.0256 0.0444
N -0.4661 -10.8684 1.1047
C -0.0658 -10.7615 2.4468
C -0.6100 -11.7724 3.1683
N -1.3438 -12.4976 2.2954
C -1.4607 -11.7762 1.1168
C -2.1342 -13.6807 2.6642
H 1.4069 -9.8848 -1.3456
H 1.5093 -11.3517 -0.4094
H 2.1058 -9.9005 0.3495
H -0.7647 -10.1200 -0.8269
H -0.2609 -9.0022 0.3905
H 0.5411 -9.8998 2.6827
H -0.5930 -12.0801 4.2034
H -2.1436 -12.0762 0.3357
H -1.7377 -14.1002 3.5889
H -1.9869 -14.3324 1.8030
H -3.2019 -13.4623 2.6406
As -5.6853 -11.4158 1.3574
F -3.9763 -10.9058 1.5787
F -5.4791 -12.5647 2.7537
F -7.3718 -11.9035 1.2277
F -5.7496 -10.3341 -0.1057
F -5.1727 -12.8245 0.3248
F -6.1636 -10.0393 2.4523
C -10.2869 -16.9117 4.2309
C -9.8990 -16.3460 5.5934
O -8.9486 -15.2567 5.6682
C -9.4576 -13.9471 5.6057
O -10.5730 -13.5587 5.8706
O -8.4439 -13.2155 5.0300
C -8.5181 -11.9168 4.3466
H -10.6341 -17.9440 4.2749
H -9.4748 -16.7780 3.5162
H -11.1313 -16.3006 3.9122
H -9.3916 -17.1910 6.0588
H -10.8217 -16.1278 6.1311
H -9.1404 -11.2358 4.9271
H -8.7332 -11.9850 3.2802
H -7.5408 -11.4343 4.3379
C -1.8753 -12.7783 -6.1103
C -1.9005 -13.5723 -4.7897
O -3.0773 -13.2336 -4.0766
C -2.9562 -12.5406 -2.8617
O -1.8837 -11.9875 -2.4161
O -4.1447 -12.4430 -2.2104
C -5.2850 -13.2007 -2.4985
H -2.7008 -13.1193 -6.7351
H -0.9000 -12.8258 -6.5946
H -1.9970 -11.7143 -5.9074
H -0.9252 -13.2715 -4.4070
H -1.9755 -14.6183 -5.0871
H -5.0996 -14.2433 -2.2403
H -5.5323 -13.1441 -3.5586
H -5.9902 -12.7621 -1.7925
C -7.7805 -7.7463 5.3178
O -6.8202 -7.8480 6.3329
C -5.4626 -7.3671 5.9067
C -4.6429 -8.3120 4.9463
N -4.4974 -9.4855 5.7395
C -3.9872 -10.5920 4.9786
C -4.1148 -11.8322 5.9384
O -5.4842 -12.1026 6.3309
C -5.6643 -13.2990 6.9843
H -8.6733 -8.2108 5.7365
H -7.4935 -8.2435 4.3913
H -7.8778 -6.6856 5.0865
H -5.0176 -7.1713 6.8823
H -5.5826 -6.3877 5.4438
H -3.6475 -7.8945 4.7950
H -5.0982 -8.3583 3.9570
H -5.3939 -9.8064 6.0765
H -2.9383 -10.5004 4.6967
H -4.6450 -10.7435 4.1227
H -3.4271 -11.7708 6.7819
H -3.6555 -12.6914 5.4496
H -5.2738 -13.3499 8.0007
H -5.4333 -14.1503 6.3440
H -6.7202 -13.5211 7.1385
C -7.2980 -19.6224 3.8730
O -7.3757 -18.2707 3.6086
C -6.1290 -17.7209 3.0954
C -6.3714 -16.3395 2.5213
N -7.4425 -16.2570 1.5930
C -7.6792 -14.8268 1.1955
C -8.8083 -14.4880 0.2088
O -10.1148 -14.8727 0.7389
C -10.7420 -13.8275 1.4703
H -7.6096 -20.2034 3.0050
H -8.0575 -19.8607 4.6176
H -6.3245 -19.9450 4.2423
H -5.6899 -18.2458 2.2470
H -5.4364 -17.5927 3.9273
H -5.4402 -15.9893 2.0760
H -6.5070 -15.6142 3.3236
H -8.3218 -16.5263 2.0105
H -6.7074 -14.5826 0.7665
H -7.7367 -14.1439 2.0431
H -8.6297 -14.9930 -0.7405
H -8.8111 -13.4523 -0.1309
H -11.2741 -13.1956 0.7591
H -10.0720 -13.1935 2.0511
H -11.5588 -14.1435 2.1192
C -9.6761 -6.4588 -0.2221
O -8.6487 -6.3220 -1.1877
C -7.4636 -6.9677 -0.9757
C -6.6586 -6.5649 0.2746
N -5.3607 -7.2400 0.3303
C -4.4446 -6.9855 -0.8095
C -3.0864 -7.5693 -0.2362
O -2.2839 -7.4344 -1.4015
C -2.6265 -8.1355 -2.5583
H -9.2999 -5.8606 0.6077
H -9.8816 -7.4446 0.1951
H -10.6278 -6.0381 -0.5467
H -6.9480 -6.7634 -1.9140
H -7.6446 -8.0413 -1.0264
H -7.2688 -6.9293 1.1010
H -6.4552 -5.4946 0.3099
H -5.5872 -8.2193 0.2309
H -4.2939 -5.9374 -1.0682
H -4.8867 -7.4340 -1.6992
H -3.1367 -8.5985 0.1193
H -2.5342 -7.0349 0.5368
H -2.9869 -9.1624 -2.4979
H -1.7978 -8.3160 -3.2431
H -3.3668 -7.6023 -3.1547
```

The calculation puts the gap between HOMO and LUMO (alpha / beta) at 0.2771 / 0.0972 Eh. The LUMO energy (alpha / beta) is -0.096 / -0.276 hartree. As for the expectation value of S²: 0.754. The calculation puts the HOMO energy (alpha / beta) at -10.16 / -10.16 eV. As for the spin multiplicity: 2. The charge is +1.


> Which formula does entry 1 have?

C32H71BrN6O7PS


> Which value of charge does entry 2 give?

+1